Entry 1:
Below is C35H69ClI2N2O4P as an isolated structure, with properties calculated with ωB97M-V/def2-TZVPD.

```
114
Properties=species:S:1:pos:R:3:forces:R:3:mulliken_charge:R:1
C 2.103207 4.216519 3.133044 -0.1 -1.1 0.1 -2.030
C 2.119167 3.508534 1.766864 -0.1 1.0 0.5 0.631
C 3.538297 2.967794 1.505072 -0.7 0.7 -0.5 -0.176
C 4.335650 4.192120 0.983867 -0.1 0.0 0.4 -1.982
C 3.787170 1.677394 0.685477 0.4 -0.5 0.0 4.746
C 5.357956 1.525844 0.650145 -0.3 0.0 -1.4 -1.810
C 6.337796 2.334094 -0.239475 0.6 -0.6 -0.1 0.054
C 7.302954 1.412418 -1.004063 0.2 0.0 1.0 -1.553
Cl 7.463919 3.284556 0.838890 -0.2 0.4 -0.1 -0.226
C 2.994109 1.500620 -0.671063 1.2 -0.2 -0.9 -0.534
I 4.272786 1.279899 -2.569595 0.3 0.3 -0.2 -0.056
C 2.134476 2.664754 -1.209029 -1.2 0.2 0.7 -1.225
C 0.599547 2.664302 -1.058789 0.3 -0.1 -0.1 -1.630
C -0.140543 1.454266 -1.620084 -0.9 0.6 0.0 0.483
C -1.660640 1.767943 -1.652559 0.6 0.2 0.5 -1.256
C -2.465939 1.027649 -0.594754 -1.0 0.0 -0.8 -0.283
C -2.641727 -0.445510 -0.945368 0.4 0.6 0.9 -0.310
O -2.911919 -1.168434 0.243310 0.1 -0.4 -0.1 -0.367
C -2.466919 -2.520382 0.144017 -0.4 0.6 0.1 -0.472
O 2.420258 0.215109 -0.664349 -0.5 -0.4 -0.3 -0.057
C 3.028094 -0.668455 0.267457 0.3 0.9 0.6 -0.716
I 1.593927 -2.273834 0.901371 -0.1 0.1 -0.2 0.034
C 4.114629 -1.689275 -0.204198 0.3 -0.4 -0.8 -2.044
N 5.305318 -1.322955 -0.952402 -0.1 0.1 -0.5 -0.149
C 5.332416 -1.939191 -2.290122 0.5 -0.1 0.6 -1.407
C 3.325216 0.340953 1.399389 -0.2 -0.5 2.1 2.602
C 2.046815 0.495014 2.327285 0.1 0.6 -0.6 -2.819
C 0.636309 0.714753 1.788339 -0.9 0.8 0.9 0.452
C -0.218982 1.347242 2.900756 -0.1 -0.8 -0.4 -1.023
O -0.421557 0.341674 3.887543 0.2 -0.1 0.1 -0.568
P 4.369127 -0.467634 2.814317 0.0 -0.5 -0.3 -0.261
C 4.812459 0.858318 4.035162 0.0 -0.6 -0.2 -1.236
C 6.077382 -1.020018 2.327676 0.4 -0.2 0.5 0.370
C 6.396025 -2.312087 3.116496 -0.1 0.7 0.2 -1.518
H 2.012667 3.435436 3.892097 0.1 0.0 0.3 0.421
H 3.039542 4.718940 3.345398 0.0 0.5 -0.1 0.353
H 1.235808 4.854401 3.259068 0.0 0.3 0.0 0.426
H 1.866949 4.279387 1.044135 0.0 0.0 -0.4 0.775
H 1.285092 2.829179 1.761833 0.3 -0.2 -0.1 -1.063
H 3.964263 2.775298 2.484167 0.0 -0.4 0.2 0.327
H 5.261603 4.293777 1.531633 0.4 -0.1 -0.3 0.373
H 3.807255 5.115297 1.193961 -0.3 0.1 0.0 0.576
H 4.510136 4.175732 -0.084062 0.1 0.0 -0.1 0.155
H 5.526608 0.513791 0.313680 0.1 -0.2 0.2 -0.815
H 5.712344 1.647496 1.660524 -0.1 -0.2 0.3 0.961
H 5.888291 2.991405 -0.967377 -0.1 0.4 0.3 0.509
H 6.802439 0.549067 -1.413955 -0.2 0.1 -0.4 0.182
H 8.014094 1.039704 -0.269067 0.2 -0.2 0.0 0.458
H 7.881122 1.977507 -1.724889 -0.1 0.0 -0.3 0.397
H 2.279130 2.846989 -2.257214 0.2 -0.4 -0.3 0.848
H 2.499523 3.577189 -0.752207 0.2 0.0 0.2 0.201
H 0.287519 2.893302 -0.045631 -0.1 -0.1 0.2 0.513
H 0.254882 3.518569 -1.639578 0.1 0.2 -0.1 0.614
H 0.024014 0.577708 -1.009149 0.3 -0.3 -0.1 -0.181
H 0.183042 1.272056 -2.641117 0.4 -0.2 0.0 0.543
H -2.063145 1.611981 -2.650868 -0.2 -0.2 -0.1 0.392
H -1.779547 2.830641 -1.451503 -0.1 0.2 -0.1 0.510
H -2.074304 1.149383 0.408468 0.4 -0.1 0.1 -0.215
H -3.463488 1.471882 -0.581976 -0.1 0.1 0.2 0.484
H -1.714993 -0.778920 -1.410933 0.0 -0.4 -0.1 0.511
H -3.488236 -0.557171 -1.631397 0.1 -0.1 -0.3 0.169
H -2.713321 -2.892399 -0.850321 0.1 -0.4 -0.1 0.377
H -2.985841 -3.085485 0.909130 -0.1 -0.2 0.1 0.264
H -1.396666 -2.579792 0.317089 0.2 -0.1 -0.1 -0.139
H 4.399494 -2.249188 0.680087 -0.1 0.1 0.4 0.498
H 3.605174 -2.429321 -0.812409 -0.3 0.0 -0.1 0.920
H 6.149430 -1.669584 -0.519944 -0.1 0.1 0.5 0.412
H 4.497606 -1.607814 -2.888028 -0.1 0.0 -0.2 0.507
H 6.271180 -1.655684 -2.757888 0.0 0.2 -0.3 0.377
H 5.355163 -3.028761 -2.205777 -0.3 -0.2 -0.1 0.364
H 1.981060 -0.347264 3.001886 0.1 -0.3 0.0 1.066
H 2.271901 1.335269 2.979954 0.0 0.2 0.1 0.006
H 0.538908 1.381136 0.945035 0.3 -0.2 -0.3 -1.157
H 0.055047 -0.170234 1.562146 0.4 -0.4 -0.3 0.763
H -1.191431 1.598984 2.471161 -0.1 0.3 0.0 0.330
H 0.261226 2.231900 3.305234 -0.1 0.2 0.3 0.399
H -0.543703 0.741012 4.749123 -0.1 0.1 0.1 0.358
H 5.725181 1.383448 3.768501 -0.1 0.4 -0.1 0.330
H 5.021585 0.307948 4.948338 0.1 -0.1 0.2 0.495
H 3.980482 1.514499 4.257007 0.0 0.2 0.0 0.262
H 6.820422 -0.291684 2.645402 0.0 0.4 -0.2 0.606
H 6.243287 -1.166999 1.271178 -0.2 0.0 -0.1 -0.300
H 5.496479 -2.876216 3.337713 -0.1 -0.4 -0.3 0.339
H 6.784056 -2.002787 4.083406 0.1 -0.2 0.2 0.420
H 7.159869 -2.909854 2.633725 0.0 -0.2 -0.1 0.406
C -5.882325 -2.289556 -0.707313 0.0 -0.5 -0.3 -2.137
C -7.148541 -1.515923 -1.152965 2.6 0.3 1.4 2.067
C -8.402395 -2.044304 -0.436911 -1.1 -0.5 -0.7 -1.383
C -8.923482 -3.384382 -0.962660 0.3 0.0 -0.1 -0.462
C -9.103788 -3.367161 -2.482121 -0.4 0.7 1.0 -1.224
C -7.832840 -2.955362 -3.237021 1.6 -1.8 -1.6 1.359
N -7.350720 -1.630485 -2.656533 -6.1 2.3 0.5 0.813
O -7.975402 -0.662497 -3.124467 3.0 -2.3 0.6 -0.354
C -6.761888 -4.056376 -3.115145 0.3 0.2 0.5 -1.635
C -8.107904 -2.831038 -4.733659 -0.3 0.8 0.0 -1.711
C -6.912116 -0.066496 -0.734074 -0.5 0.4 -0.7 -1.896
H -5.164830 -2.385691 -1.522598 0.0 0.0 0.0 0.349
H -5.356229 -1.771727 0.091056 -0.1 0.2 0.0 0.645
H -6.106155 -3.286688 -0.330440 -0.1 0.0 -0.1 0.382
H -9.201971 -1.301539 -0.527494 0.1 0.1 -0.1 0.417
H -8.170910 -2.124910 0.623843 0.3 0.1 0.0 0.375
H -8.254419 -4.195372 -0.668980 0.0 0.0 0.0 0.324
H -9.883589 -3.599716 -0.492835 0.0 0.0 0.0 0.423
H -9.404351 -4.351516 -2.836462 0.2 0.0 -0.2 0.412
H -9.918628 -2.681438 -2.738924 0.1 0.1 -0.1 0.394
H -5.821082 -3.742449 -3.567950 0.0 0.0 0.0 0.411
H -7.099974 -4.945802 -3.640591 -0.1 0.1 -0.1 0.470
H -6.560481 -4.363679 -2.092875 0.0 0.1 0.0 0.298
H -8.929312 -2.150959 -4.957114 0.0 0.0 0.0 0.411
H -8.381053 -3.805569 -5.126720 0.0 -0.1 0.1 0.428
H -7.222260 -2.488028 -5.269782 0.0 0.0 0.0 0.449
H -6.063509 0.367289 -1.266140 0.0 0.0 0.0 0.425
H -6.691989 -0.040919 0.328768 0.0 -0.2 0.0 0.500
H -7.783842 0.567138 -0.898316 0.0 0.0 -0.1 0.458
```
Positions in Å, forces in eV/Å.

Values from the calculation:
- net charge = +1
- electronic energy (eV) = -86584.196
- ΔE to the lowest compared entry with this formula, charge and spin (eV) = 1.422
- HOMO (eV) = -9.504

=====

Entry 2:
Below is a 3-piece molecular cluster, C29H57ClN6O4 overall, with properties calculated with ωB97M-V/def2-TZVPD.

```
97
Properties=species:S:1:pos:R:3:forces:R:3:mulliken_charge:R:1
C 2.168514 -2.605469 2.273839 0.0 -0.1 0.1 -0.818
C 2.587788 -3.003530 0.853172 0.0 0.0 0.3 -0.066
C 2.165577 -2.023927 -0.242971 0.3 -0.1 0.0 -0.501
N 2.133427 -0.609158 0.187919 -0.2 0.1 -0.5 -0.014
C 1.102785 0.153236 -0.362415 0.1 -0.1 0.0 0.291
C 1.246088 1.130688 -1.277065 0.0 -0.1 0.3 0.202
C 2.547317 1.523112 -1.896439 0.2 -0.1 -0.2 -1.871
C 3.488693 2.424838 -1.017947 -0.1 0.3 -0.1 1.016
N 2.850953 2.775619 0.238427 -0.1 -0.3 0.0 -0.593
N 4.734386 1.759905 -0.663182 0.2 0.1 0.0 -0.675
N 3.779417 3.637730 -1.832624 0.1 0.0 0.3 -0.655
C 0.018151 1.826023 -1.712359 0.0 0.1 -0.1 -0.360
O -0.111220 2.289287 -2.833211 0.1 0.1 0.3 -0.676
C -1.081308 1.954386 -0.705328 0.0 -0.2 0.2 0.627
C -1.972218 3.155567 -0.820430 0.0 0.2 0.0 -1.566
O -3.351644 2.869001 -1.103873 0.0 0.0 0.4 -0.312
C -3.605091 1.834408 -1.959103 0.0 -0.1 -0.1 0.938
C -3.421784 2.123575 -3.414348 -0.3 0.0 -0.3 -1.265
O -3.998732 0.787284 -1.535833 -0.1 -0.1 0.0 -0.520
C -1.217914 1.005285 0.232184 0.0 0.2 -0.2 1.613
C -2.295288 1.005220 1.275348 0.1 0.0 0.2 -0.446
C -1.959669 0.275463 2.594335 -0.1 0.1 0.2 0.003
C -2.167087 1.145719 3.842225 -0.2 0.0 -0.2 -0.575
Cl -0.620286 1.583549 4.626716 0.1 0.0 0.1 -0.237
C -0.276302 -0.158180 0.140263 -0.2 -0.2 -0.1 0.228
O -0.636717 -1.274850 0.447342 0.1 0.3 0.1 -0.577
H 1.385490 -1.851111 2.265373 -0.1 0.0 0.0 -0.098
H 1.793951 -3.467326 2.825294 0.0 0.0 0.0 0.378
H 3.002767 -2.199052 2.844999 0.0 0.1 0.0 0.330
H 2.148060 -3.974224 0.620390 0.0 0.0 -0.1 0.399
H 3.669833 -3.145558 0.812361 0.0 0.0 0.0 -0.206
H 1.194760 -2.307302 -0.635368 -0.1 0.2 0.1 0.475
H 2.875657 -2.100954 -1.073144 -0.1 -0.1 -0.1 0.240
H 3.021243 -0.157439 0.012301 0.0 0.0 0.0 0.079
H 2.344982 2.075577 -2.810108 -0.1 0.0 0.0 0.305
H 3.102636 0.628629 -2.195347 0.0 0.0 0.1 0.393
H 3.539035 3.062793 0.921560 0.0 0.2 -0.1 0.226
H 2.174329 3.516323 0.115555 -0.1 0.0 0.0 0.249
H 4.738189 1.416396 0.286077 -0.1 -0.2 0.0 0.267
H 5.008392 1.029778 -1.304239 0.0 -0.1 0.0 0.119
H 3.753980 4.440610 -1.213818 0.1 0.0 0.0 0.306
H 4.744385 3.583960 -2.140957 0.0 0.0 -0.1 0.319
H -1.573990 3.848607 -1.561518 0.0 -0.1 -0.1 0.429
H -1.989810 3.659066 0.147321 -0.1 0.1 -0.1 0.493
H -2.516389 1.635661 -3.770713 0.1 0.1 0.0 0.246
H -3.375725 3.188377 -3.624210 0.1 0.0 0.1 0.329
H -4.271243 1.692337 -3.943655 0.1 -0.1 0.0 0.408
H -3.217229 0.607217 0.849065 0.0 0.0 -0.1 0.021
H -2.506721 2.052793 1.504583 -0.1 0.0 -0.1 0.212
H -0.934447 -0.078706 2.609705 0.1 -0.1 0.0 -0.216
H -2.590339 -0.606395 2.696781 0.1 -0.1 -0.1 0.370
H -2.648636 2.090590 3.600168 0.0 0.0 0.0 0.306
H -2.778886 0.647078 4.587696 0.1 0.0 0.1 0.382
C 7.668979 -1.646473 0.586265 0.0 0.0 0.0 -1.369
C 7.178770 -2.821498 -0.245854 0.1 0.1 0.1 -0.426
N 6.398743 -2.416320 -1.402813 -0.1 0.0 0.0 0.608
C 5.697468 -3.528090 -2.026504 -0.1 -0.1 0.0 -0.572
C 6.534126 -4.652589 -2.648600 -0.1 0.0 -0.1 -1.235
C 7.054100 -1.482878 -2.302647 0.0 0.2 -0.1 -0.738
C 8.361618 -1.917667 -2.977761 0.0 0.0 0.0 -1.257
H 6.834973 -1.009101 0.885314 0.0 0.0 0.0 0.208
H 8.157530 -2.013686 1.489182 0.0 0.0 0.0 0.437
H 8.394963 -1.034461 0.050359 0.0 0.0 0.0 0.316
H 6.528126 -3.440250 0.378164 0.0 0.0 0.0 0.474
H 8.041679 -3.451944 -0.511614 0.0 0.0 0.0 0.246
H 5.018164 -3.129931 -2.785981 0.1 0.1 0.0 0.414
H 5.050391 -3.966903 -1.259804 0.0 0.0 0.0 0.214
H 6.981695 -4.355136 -3.595555 0.0 0.0 0.0 0.260
H 5.894487 -5.513584 -2.850964 0.0 0.0 0.0 0.456
H 7.329582 -4.987003 -1.982532 0.0 0.0 0.0 0.259
H 7.247525 -0.562796 -1.744469 0.0 0.0 0.0 0.369
H 6.332908 -1.203001 -3.076205 0.0 -0.1 0.0 0.393
H 9.035519 -2.413352 -2.277448 0.0 0.0 0.0 0.254
H 8.881931 -1.039942 -3.365193 0.0 0.0 0.0 0.411
H 8.189991 -2.589007 -3.817113 0.0 0.0 0.0 0.298
C -9.621147 -0.813495 0.363532 0.0 0.0 0.0 -1.417
C -9.413198 0.195169 1.482771 0.0 0.0 -0.1 -0.322
N -8.162992 0.007289 2.195094 0.0 0.0 0.0 0.157
C -8.080309 0.769953 3.426431 0.0 0.0 0.1 -0.712
C -8.070844 2.301556 3.334478 0.0 0.0 0.1 -0.936
C -6.966231 -0.001965 1.368673 0.1 0.0 -0.1 -1.028
C -6.674671 1.227169 0.498356 0.0 0.0 0.0 -0.371
H -9.539160 -1.833218 0.741634 0.0 0.0 0.0 0.334
H -10.615744 -0.685899 -0.065754 0.0 0.0 0.0 0.434
H -8.899603 -0.686994 -0.443960 0.0 0.0 0.0 0.281
H -10.219529 0.075188 2.211855 0.0 0.0 0.0 0.472
H -9.521399 1.210485 1.067674 0.0 0.0 0.0 0.259
H -7.187326 0.440558 3.965449 0.0 0.0 0.0 0.346
H -8.929177 0.468806 4.048711 0.0 0.0 0.0 0.405
H -7.116464 2.684822 2.975720 0.0 0.0 0.0 0.189
H -8.241275 2.728754 4.324916 0.0 0.0 0.0 0.404
H -8.857036 2.675062 2.677818 0.0 0.0 0.0 0.267
H -7.014270 -0.877819 0.717941 -0.1 0.0 0.0 0.353
H -6.114938 -0.187739 2.029763 0.0 0.0 0.0 0.327
H -7.567533 1.581004 -0.020751 0.0 0.0 0.0 0.382
H -5.933694 0.968250 -0.257363 0.0 0.0 0.0 -0.018
H -6.268840 2.056165 1.077992 -0.1 0.0 0.0 0.222
```
Positions in Å, forces in eV/Å.

Values from the calculation:
- electronic energy (eV) = -60649.228
- HOMO (eV) = -7.930
- SMILES = CCCNC1=C(CC(N)(N)N)C(=O)C(COC(C)=O)=C(CCCCl)C1=O.CCN(CC)CC.CCN(CC)CC